1.
Computed, not measured: C17H32F3N3O3 in the gas phase, with ωB97M-V with the def2-TZVPD basis set.

```
58
C17H32F3N3O3 | the OMol25 dataset | ωB97M-V with the def2-TZVPD basis set
C -3.55 -2.62 2.68
C -2.14 -2.15 2.96
N -1.89 -1.10 3.63
C -1.01 -2.99 2.43
C -0.13 -2.35 1.35
O 1.25 -2.39 1.73
C 1.90 -1.67 0.68
C 1.06 -0.38 0.59
C 1.14 0.37 -0.74
C 2.51 0.93 -1.09
C 2.59 1.51 -2.51
C 1.37 2.31 -2.97
C 0.98 3.51 -2.10
N 2.14 4.26 -1.61
C 1.56 0.50 1.72
O 0.78 1.72 1.72
C 1.33 2.75 2.40
F 2.51 3.16 1.85
F 0.47 3.79 2.36
F 1.60 2.45 3.70
C -0.37 -0.91 0.92
C -1.49 -0.77 -0.12
C -1.42 -1.71 -1.34
O -2.24 -2.85 -1.15
C -1.74 -1.02 -2.66
N -3.00 -0.27 -2.67
H -3.62 -3.70 2.58
H -3.94 -2.15 1.78
H -4.18 -2.33 3.51
H -2.75 -0.65 3.93
H -0.37 -3.29 3.26
H -1.43 -3.90 2.01
H -0.19 -3.00 0.47
H 2.90 -1.46 1.06
H 1.88 -2.27 -0.22
H 0.87 -0.32 -1.54
H 0.38 1.14 -0.72
H 2.85 1.66 -0.37
H 3.22 0.10 -1.01
H 2.70 0.67 -3.19
H 3.46 2.15 -2.61
H 1.54 2.66 -3.98
H 0.51 1.64 -3.03
H 0.30 3.23 -1.30
H 0.42 4.20 -2.74
H 1.82 4.93 -0.92
H 2.77 3.65 -1.09
H 2.61 0.73 1.60
H 1.44 -0.01 2.67
H -0.70 -0.29 1.75
H -2.41 -1.02 0.41
H -1.60 0.26 -0.45
H -0.41 -2.10 -1.41
H -3.15 -2.62 -1.34
H -1.77 -1.80 -3.43
H -0.94 -0.35 -2.95
H -3.56 -0.43 -1.85
H -2.84 0.71 -2.76
```

Values from the calculation:
- HOMO-LUMO gap (eV) = 9.8
- multiplicity = 1
- HOMO (eV) = -9.29
- total charge = 0

Charges in e, computed with Mulliken, in the same order as the atoms: atom 1 (C): -1.4328, atom 2 (C): 0.8770, atom 3 (N): -0.6173, atom 4 (C): -1.3186, atom 5 (C): 0.0307, atom 6 (O): -0.5817, atom 7 (C): -1.2216, atom 8 (C): 2.2769, atom 9 (C): -0.8616, atom 10 (C): -0.7877, atom 11 (C): -1.3076, atom 12 (C): -0.0523, atom 13 (C): -0.5219, atom 14 (N): -0.7123, atom 15 (C): -2.0013, atom 16 (O): -0.4171, atom 17 (C): 0.9472, atom 18 (F): -0.2792, atom 19 (F): -0.2594, atom 20 (F): -0.2771, atom 21 (C): 0.2662, atom 22 (C): -1.1557, atom 23 (C): -0.4631, atom 24 (O): -0.5734, atom 25 (C): -0.4357, atom 26 (N): -0.5950, atom 27 (H): 0.3461, atom 28 (H): 0.2638, atom 29 (H): 0.4631, atom 30 (H): 0.2222, atom 31 (H): 0.4812, atom 32 (H): 0.2860, atom 33 (H): 0.3612, atom 34 (H): 0.4575, atom 35 (H): 0.4176, atom 36 (H): 0.4615, atom 37 (H): 0.1568, atom 38 (H): 0.0773, atom 39 (H): 0.3591, atom 40 (H): 0.4663, atom 41 (H): 0.4976, atom 42 (H): 0.4810, atom 43 (H): -0.2122, atom 44 (H): 0.2334, atom 45 (H): 0.4399, atom 46 (H): 0.2972, atom 47 (H): 0.2574, atom 48 (H): 0.6762, atom 49 (H): 0.5383, atom 50 (H): 0.7023, atom 51 (H): 0.3532, atom 52 (H): 0.6528, atom 53 (H): 0.4423, atom 54 (H): 0.4622, atom 55 (H): 0.3726, atom 56 (H): -0.0996, atom 57 (H): 0.2783, atom 58 (H): 0.2820

2.
Computed, not measured: 10 unconnected molecules or ions with the total composition C28H58NO27, with ωB97M-V with the def2-TZVPD basis set.

```
114
C28H58NO27 | the OMol25 dataset | ωB97M-V with the def2-TZVPD basis set
C 13.69 5.48 5.41
C 12.75 6.54 4.85
C 13.49 7.59 3.97
O 11.71 5.98 4.18
H 13.14 4.70 5.93
H 14.30 5.99 6.17
H 14.34 4.94 4.71
H 12.41 7.09 5.76
H 14.25 8.11 4.57
H 12.77 8.33 3.63
H 13.82 7.14 3.03
C 16.95 7.64 2.61
O 16.52 7.90 1.29
C 15.66 8.85 0.93
O 15.26 8.96 -0.19
O 15.48 9.71 1.93
C 14.63 10.80 1.63
H 16.14 7.65 3.33
H 17.76 8.35 2.79
H 17.48 6.69 2.69
H 14.38 11.41 2.49
H 13.70 10.48 1.16
H 15.07 11.47 0.89
C 16.83 9.38 5.72
O 18.08 9.56 6.35
C 19.15 8.87 5.94
O 19.31 8.46 4.83
O 19.93 8.75 7.00
C 20.99 7.84 7.10
H 16.84 9.25 4.64
H 16.19 10.21 6.00
H 16.29 8.48 6.03
H 20.91 7.08 6.32
H 20.94 7.28 8.04
H 21.98 8.30 7.08
C 10.58 -0.41 5.79
O 9.81 0.73 5.38
C 10.39 1.68 4.64
O 9.81 2.63 4.20
O 11.68 1.46 4.41
C 12.45 2.40 3.68
H 10.83 -1.02 4.93
H 9.87 -0.88 6.48
H 11.48 -0.17 6.35
H 13.54 2.29 3.73
H 12.21 3.40 4.04
H 12.13 2.28 2.64
C 17.84 8.57 9.57
O 16.66 8.41 8.83
C 15.74 7.52 9.19
O 15.79 6.77 10.12
O 14.71 7.65 8.36
C 13.49 7.02 8.70
H 17.71 8.77 10.64
H 18.33 9.49 9.26
H 18.52 7.73 9.41
H 12.95 7.42 9.56
H 13.63 5.95 8.85
H 12.85 7.07 7.82
C 10.86 11.58 10.68
O 11.19 10.49 9.84
C 10.14 9.77 9.41
O 8.99 10.01 9.69
O 10.57 8.84 8.59
C 9.68 7.87 8.09
H 10.45 12.42 10.13
H 11.80 11.86 11.16
H 10.18 11.30 11.49
H 8.64 8.16 7.97
H 9.69 6.98 8.73
H 10.05 7.58 7.11
C 10.08 4.77 6.81
O 8.75 5.19 7.09
C 7.93 5.40 6.06
O 8.19 5.19 4.92
O 6.76 5.75 6.55
C 5.74 6.12 5.66
H 10.17 4.01 6.03
H 10.53 4.43 7.74
H 10.68 5.60 6.42
H 4.77 5.82 6.06
H 5.81 5.53 4.74
H 5.75 7.16 5.36
C 6.04 10.17 3.82
O 6.37 8.83 3.47
C 7.64 8.38 3.49
O 7.93 7.33 3.02
O 8.47 9.18 4.14
C 9.87 8.83 4.14
H 6.80 10.85 3.45
H 5.91 10.30 4.90
H 5.11 10.39 3.30
H 10.30 9.22 3.21
H 10.00 7.75 4.22
H 10.28 9.36 5.00
C 15.57 3.11 6.87
O 16.05 2.24 5.86
C 16.48 2.69 4.70
O 16.59 3.84 4.36
O 16.90 1.65 3.99
C 17.83 1.89 2.95
H 14.54 2.94 7.17
H 15.67 4.16 6.58
H 16.20 3.00 7.75
H 18.23 0.93 2.66
H 18.55 2.65 3.26
H 17.36 2.41 2.10
C 14.84 4.79 1.29
N 15.62 4.88 0.03
O 15.31 5.65 -0.83
O 16.50 4.03 -0.08
H 15.17 3.96 1.90
H 13.81 4.64 0.97
H 15.00 5.74 1.78
```

Values from the calculation:
- HOMO-LUMO gap (eV) = 5.6
- ΔE to the lowest compared entry with this formula, charge and spin (kJ/mol) = 0.00
- multiplicity = 1
- HOMO (eV) = -3.58
- total charge = -1

These are the Mulliken partial charges, in e, on atoms 1 to 99: atom 1 (C): -0.4945, atom 2 (C): 1.7589, atom 3 (C): -0.1441, atom 4 (O): -0.9605, atom 5 (H): 0.2383, atom 6 (H): -0.3499, atom 7 (H): 0.1409, atom 8 (H): -1.0954, atom 9 (H): -0.0956, atom 10 (H): -0.0356, atom 11 (H): -0.2447, atom 12 (C): -0.1670, atom 13 (O): -0.3574, atom 14 (C): 0.7221, atom 15 (O): -0.5846, atom 16 (O): -0.1874, atom 17 (C): -0.7901, atom 18 (H): -0.0663, atom 19 (H): 0.4530, atom 20 (H): 0.2142, atom 21 (H): 0.2694, atom 22 (H): 0.3220, atom 23 (H): 0.2983, atom 24 (C): -0.3869, atom 25 (O): -0.3072, atom 26 (C): 0.7755, atom 27 (O): -0.5641, atom 28 (O): -0.2830, atom 29 (C): -0.7132, atom 30 (H): 0.2388, atom 31 (H): 0.3452, atom 32 (H): 0.1011, atom 33 (H): 0.3432, atom 34 (H): 0.2488, atom 35 (H): 0.2763, atom 36 (C): -0.6602, atom 37 (O): -0.3371, atom 38 (C): 0.7344, atom 39 (O): -0.4976, atom 40 (O): -0.3943, atom 41 (C): -0.0597, atom 42 (H): 0.2791, atom 43 (H): 0.2657, atom 44 (H): 0.2697, atom 45 (H): -0.0160, atom 46 (H): 0.0145, atom 47 (H): 0.3410, atom 48 (C): -0.7667, atom 49 (O): -0.1836, atom 50 (C): 0.6489, atom 51 (O): -0.6051, atom 52 (O): -0.1523, atom 53 (C): -0.1128, atom 54 (H): 0.3512, atom 55 (H): 0.2585, atom 56 (H): 0.2517, atom 57 (H): 0.4061, atom 58 (H): 0.3013, atom 59 (H): -0.3175, atom 60 (C): -0.7116, atom 61 (O): -0.2746, atom 62 (C): 0.6143, atom 63 (O): -0.5860, atom 64 (O): -0.0323, atom 65 (C): -0.2694, atom 66 (H): 0.2867, atom 67 (H): 0.2311, atom 68 (H): 0.3109, atom 69 (H): 0.4621, atom 70 (H): 0.3109, atom 71 (H): -0.3818, atom 72 (C): 0.2440, atom 73 (O): -0.4109, atom 74 (C): 0.8857, atom 75 (O): -0.4788, atom 76 (O): -0.4466, atom 77 (C): -0.6225, atom 78 (H): -0.2276, atom 79 (H): 0.3447, atom 80 (H): 0.0050, atom 81 (H): 0.3291, atom 82 (H): 0.3408, atom 83 (H): 0.1261, atom 84 (C): -0.7054, atom 85 (O): -0.3546, atom 86 (C): 0.7729, atom 87 (O): -0.4701, atom 88 (O): -0.3746, atom 89 (C): -0.5412, atom 90 (H): 0.3291, atom 91 (H): 0.2619, atom 92 (H): 0.2591, atom 93 (H): 0.3708, atom 94 (H): 0.1891, atom 95 (H): 0.2316, atom 96 (C): -0.5188, atom 97 (O): -0.3784, atom 98 (C): 0.8975, atom 99 (O): -0.4583

3.
Computed, not measured: a molecular structure, C11H16Cl2ErINO2P, with ωB97M-V with the def2-TZVPD basis set.

```
35
C11H16Cl2ErINO2P | the OMol25 dataset | ωB97M-V with the def2-TZVPD basis set
C 0.95 0.70 -0.14
C 0.34 2.00 0.23
H 2.06 0.74 -0.23
H 0.58 0.26 -1.09
H 0.72 -0.01 0.67
O 0.89 2.71 1.14
I -1.85 2.10 0.37
Er -1.06 -2.62 -1.08
P 0.33 3.08 -1.48
C -0.68 4.53 -1.14
C 2.02 3.62 -1.87
H 0.45 1.21 -3.08
H -0.28 2.70 -3.76
H -1.25 1.63 -2.66
C -0.25 2.04 -2.87
H 2.60 2.80 -2.33
H 1.95 4.46 -2.57
H -0.41 5.37 -1.79
H -0.50 4.78 -0.09
H 2.50 3.94 -0.94
H -1.73 4.26 -1.28
C -1.17 -0.89 1.76
O -1.10 -0.74 2.89
Cl 0.80 -2.20 -2.56
Cl -3.19 -4.07 3.41
C -1.69 -4.20 2.59
C -0.57 -4.74 3.21
C 0.68 -4.67 2.58
C 0.76 -4.09 1.32
N -0.38 -3.67 0.67
C -1.59 -3.65 1.33
H -0.72 -5.21 4.19
H 1.57 -5.10 3.04
H 1.65 -3.94 0.70
H -2.43 -3.13 0.84
```

Values from the calculation:
- HOMO-LUMO gap (spin up / spin down) (eV) = 3.5 / 3.7
- <S²> = 3.7530
- ΔE to the lowest compared entry with this formula, charge and spin (kJ/mol) = 362.27
- multiplicity = 4
- HOMO (spin up / spin down) (eV) = -12.87 / -12.87
- total charge = +2

Charges in e, computed with Mulliken, in the same order as the atoms: atom 1 (C): -0.5555, atom 2 (C): 0.5194, atom 3 (H): 0.3222, atom 4 (H): -0.3047, atom 5 (H): 0.4139, atom 6 (O): -0.7121, atom 7 (I): -0.0880, atom 8 (Er): 1.5642, atom 9 (P): 0.8745, atom 10 (C): -1.3119, atom 11 (C): -1.2704, atom 12 (H): 0.3247, atom 13 (H): 0.4377, atom 14 (H): 0.2112, atom 15 (C): -1.0601, atom 16 (H): 0.3649, atom 17 (H): 0.4391, atom 18 (H): 0.4493, atom 19 (H): 0.4513, atom 20 (H): 0.3702, atom 21 (H): 0.3777, atom 22 (C): 0.2067, atom 23 (O): -0.1632, atom 24 (Cl): -0.3378, atom 25 (Cl): -0.1109, atom 26 (C): 0.1897, atom 27 (C): -0.1213, atom 28 (C): -0.6657, atom 29 (C): -0.1657, atom 30 (N): -0.1816, atom 31 (C): -0.3553, atom 32 (H): 0.4634, atom 33 (H): 0.4425, atom 34 (H): 0.4647, atom 35 (H): 0.5174

4.
Computed, not measured: a molecular structure, C17H45F3O9Y, with ωB97M-V with the def2-TZVPD basis set.

```
75
C17H45F3O9Y | the OMol25 dataset | ωB97M-V with the def2-TZVPD basis set
Y 12.83 -10.72 18.24
C 11.07 -12.12 14.21
O 11.18 -13.22 15.18
O 11.81 -11.08 14.86
C 11.13 -12.21 12.66
F 10.05 -12.96 12.16
F 10.96 -11.05 11.97
F 12.31 -12.68 12.20
C 10.46 -14.41 14.88
C 10.99 -15.63 15.73
H 12.07 -15.57 15.79
H 10.68 -15.62 16.78
H 10.64 -16.58 15.35
H 10.62 -14.69 13.84
H 9.39 -14.45 15.06
H 10.00 -11.94 14.31
C 16.19 -13.73 16.72
O 15.72 -12.49 17.09
H 17.25 -13.84 16.94
H 15.77 -14.63 17.18
H 16.05 -14.05 15.69
C 18.18 -14.01 10.74
C 17.43 -12.80 11.22
O 18.37 -12.07 12.05
H 18.93 -13.58 10.08
H 17.62 -14.68 10.09
H 18.76 -14.60 11.45
H 16.55 -13.10 11.78
H 17.06 -12.15 10.43
H 19.11 -12.04 11.44
C 19.16 -17.89 19.09
C 19.85 -17.03 20.24
O 20.48 -15.95 19.62
H 18.63 -17.17 18.46
H 18.44 -18.61 19.45
H 19.89 -18.33 18.41
H 20.74 -17.51 20.65
H 19.24 -16.69 21.08
H 21.40 -16.15 19.47
C 18.02 -12.47 21.68
C 18.72 -11.09 21.67
O 18.03 -10.27 20.70
H 18.30 -13.17 22.47
H 18.38 -12.99 20.79
H 16.93 -12.45 21.61
H 19.76 -11.26 21.39
H 18.74 -10.61 22.65
H 17.26 -9.98 21.19
C 21.75 -13.81 15.02
C 21.98 -12.92 16.22
O 20.77 -12.84 16.95
H 21.06 -14.62 15.28
H 22.65 -14.29 14.65
H 21.27 -13.27 14.20
H 22.31 -11.91 15.96
H 22.69 -13.41 16.88
H 20.73 -13.73 17.29
C 12.23 -15.67 22.19
C 12.81 -15.33 20.84
O 12.29 -14.14 20.39
H 12.37 -14.88 22.92
H 12.58 -16.60 22.64
H 11.23 -16.05 21.95
H 12.81 -16.18 20.15
H 13.87 -15.12 21.00
H 11.38 -14.01 20.69
C 13.19 -17.64 12.25
C 14.13 -18.83 12.05
O 13.86 -19.83 12.98
H 12.11 -17.79 12.29
H 13.42 -17.02 11.39
H 13.50 -17.00 13.07
H 15.15 -18.46 12.03
H 14.04 -19.37 11.11
H 13.51 -20.59 12.51
```

Values from the calculation:
- HOMO-LUMO gap (eV) = 3.8
- ΔE to the lowest compared entry with this formula, charge and spin (kJ/mol) = 1688.66
- multiplicity = 1
- HOMO (eV) = -11.37
- total charge = +1

Charges in e, computed with Mulliken, in the same order as the atoms: atom 1 (Y): 1.5767, atom 2 (C): 0.0355, atom 3 (O): -0.1570, atom 4 (O): -0.6447, atom 5 (C): 0.6391, atom 6 (F): -0.2450, atom 7 (F): -0.2521, atom 8 (F): -0.2244, atom 9 (C): -0.2202, atom 10 (C): -1.2530, atom 11 (H): 0.3213, atom 12 (H): 0.3231, atom 13 (H): 0.3678, atom 14 (H): 0.2887, atom 15 (H): 0.2823, atom 16 (H): 0.2306, atom 17 (C): -0.4961, atom 18 (O): -0.3880, atom 19 (H): 0.2748, atom 20 (H): 0.2531, atom 21 (H): 0.2693, atom 22 (C): -1.0989, atom 23 (C): -0.1060, atom 24 (O): -0.4955, atom 25 (H): 0.3491, atom 26 (H): 0.3266, atom 27 (H): 0.2802, atom 28 (H): 0.2286, atom 29 (H): 0.2229, atom 30 (H): 0.2920, atom 31 (C): -0.8541, atom 32 (C): -0.2687, atom 33 (O): -0.4855, atom 34 (H): 0.1884, atom 35 (H): 0.3445, atom 36 (H): 0.2592, atom 37 (H): 0.2780, atom 38 (H): 0.2368, atom 39 (H): 0.3051, atom 40 (C): -0.7643, atom 41 (C): -0.3382, atom 42 (O): -0.4939, atom 43 (H): 0.3276, atom 44 (H): 0.1807, atom 45 (H): 0.2560, atom 46 (H): 0.2783, atom 47 (H): 0.2764, atom 48 (H): 0.2786, atom 49 (C): -0.8543, atom 50 (C): -0.2835, atom 51 (O): -0.4454, atom 52 (H): 0.2851, atom 53 (H): 0.3426, atom 54 (H): 0.1710, atom 55 (H): 0.2833, atom 56 (H): 0.2539, atom 57 (H): 0.2452, atom 58 (C): -1.2379, atom 59 (C): -0.0574, atom 60 (O): -0.4878, atom 61 (H): 0.3194, atom 62 (H): 0.3632, atom 63 (H): 0.3784, atom 64 (H): 0.2231, atom 65 (H): 0.1947, atom 66 (H): 0.3210, atom 67 (C): -0.8316, atom 68 (C): -0.3257, atom 69 (O): -0.5217, atom 70 (H): 0.2867, atom 71 (H): 0.3345, atom 72 (H): 0.2165, atom 73 (H): 0.2187, atom 74 (H): 0.2992, atom 75 (H): 0.3233

Result set for strongest force on any atom: 1.20 2.64 4.94 4.56 eV/Å, one per record in the order listed.